(1)
Density functional theory data (the ωB97M-V functional and the def2-TZVPD basis) for 13 unconnected molecules or ions with the total composition C24H75N26O16PSi.

## Properties
Gap between HOMO and LUMO (eV): 8.3
Calculated total energy (Ha): -4218.3884
HOMO level (eV): -8.3
Total charge: 0
LUMO energy (Eh): 0.000
ΔE to the lowest compared entry with this formula, charge and spin (eV): 1.6599

Atoms and positions in Å:
C  3.38829  2.54825  0.76531
P  2.20246  2.33380  2.18825
O  1.82644  3.91813  2.68571
C  0.56134  1.57183  1.62015
N  -0.26103  1.63563  2.85994
C  -0.07478  2.04425  0.26953
C  -1.44734  1.50472  -0.22375
C  -2.70235  2.27906  0.31108
O  -2.99658  1.90878  1.65387
Si  -3.47547  3.17091  2.68799
C  -3.06126  2.57000  4.46273
C  -5.34136  3.52877  2.69367
C  -2.52207  4.80052  2.46644
O  0.87708  1.43164  -0.67138
C  1.14786  0.16741  -0.17056
O  1.73505  -0.72813  -0.71897
C  0.65247  0.02076  1.31320
C  1.50465  -0.88987  2.22951
C  0.73749  -2.03793  2.96165
N  -0.35719  -2.69174  2.20535
H  3.34513  1.75222  -0.00407
H  3.14287  3.51777  0.25783
H  4.43365  2.66007  1.13238
H  1.22238  4.29601  2.01701
H  -0.32224  2.62014  3.14084
H  0.26718  1.19286  3.62086
H  0.02088  3.15190  0.26086
H  -1.46750  1.63968  -1.33368
H  -1.62942  0.42783  -0.03973
H  -2.60665  3.36974  0.11558
H  -3.55603  1.92512  -0.32801
H  -2.23224  3.16251  4.90403
H  -2.70357  1.51571  4.39028
H  -3.94949  2.56291  5.12400
H  -5.81543  3.54873  1.69015
H  -5.88100  2.79080  3.33097
H  -5.48235  4.51657  3.19878
H  -2.71421  5.20761  1.44235
H  -1.42956  4.57493  2.51730
H  -2.82193  5.58173  3.19461
H  -0.40556  -0.26863  1.47763
H  2.37317  -1.33200  1.68593
H  1.95642  -0.25663  3.03392
H  0.32405  -1.72934  3.94804
H  1.49578  -2.82213  3.17048
H  -1.23796  -2.23980  2.46412
H  -0.23408  -2.58791  1.19831
C  2.82108  -2.95162  -3.50544
O  3.81170  -3.04813  -2.77840
N  1.75153  -2.17856  -3.18955
N  2.71538  -3.61350  -4.68129
H  0.93469  -2.09725  -3.77054
H  1.78899  -1.66714  -2.31965
H  3.48658  -4.19731  -4.94888
H  1.91545  -3.55366  -5.28913
C  1.83092  7.82632  3.64095
O  0.65234  7.91118  3.32036
N  2.44864  6.63823  3.85135
N  2.62176  8.92321  3.81423
H  3.41255  6.54852  4.11726
H  1.89475  5.80605  3.73427
H  2.19851  9.82176  3.66717
H  3.58764  8.87512  4.07994
C  -2.20522  -2.06244  -3.35730
O  -1.31269  -2.24140  -4.18361
N  -2.82736  -3.09202  -2.73080
N  -2.63777  -0.82317  -3.00582
H  -3.55721  -2.97223  -2.05328
H  -2.52834  -4.02281  -2.96750
H  -2.19566  -0.03234  -3.44613
H  -3.36491  -0.65851  -2.33435
C  6.15789  -1.17113  1.21856
O  6.59820  -0.45997  2.10823
N  5.79616  -2.46626  1.42355
N  5.98846  -0.72660  -0.05964
H  5.43078  -3.06382  0.70535
H  5.90124  -2.83111  2.35351
H  6.24385  0.22549  -0.25040
H  5.62537  -1.29338  -0.80513
C  -3.02378  2.38666  8.44487
O  -2.66658  2.04389  7.33200
N  -4.14060  3.13937  8.65690
N  -2.33745  2.04757  9.57387
H  -4.45210  3.43253  9.56367
H  -4.67135  3.40894  7.84768
H  -1.50904  1.49199  9.45596
H  -2.61461  2.31945  10.49831
C  -0.38541  -4.82025  -6.72038
O  0.59877  -4.93329  -5.99361
N  -1.43121  -4.01996  -6.37835
N  -0.51197  -5.46779  -7.90288
H  -2.24986  -3.90348  -6.94574
H  -1.35800  -3.52037  -5.49547
H  0.24614  -6.06587  -8.17978
H  -1.31946  -5.38103  -8.51215
C  2.44744  -4.99369  1.51691
O  2.88004  -4.29428  2.42101
N  2.07497  -6.28923  1.70861
N  2.30352  -4.53415  0.24301
H  1.71820  -6.87976  0.98129
H  2.16811  -6.66006  2.63735
H  2.56914  -3.58019  0.06204
H  1.95174  -5.08993  -0.51397
C  3.89829  5.55023  7.22608
O  4.09786  6.44199  6.41759
N  4.89291  4.74345  7.68830
N  2.66182  5.28822  7.73044
H  4.74914  4.00463  8.35055
H  5.81857  4.90858  7.33478
H  1.90408  5.86455  7.40768
H  2.47286  4.56060  8.39359
C  -1.57152  1.45896  -6.27743
O  -2.33443  2.13080  -5.59946
N  -0.76738  2.00287  -7.23297
N  -1.46337  0.11225  -6.12904
H  -0.13386  1.46916  -7.79781
H  -0.82207  2.99701  -7.36638
H  -2.03996  -0.31872  -5.43119
H  -0.84377  -0.46502  -6.66699
C  6.09980  -7.03531  -3.81138
O  6.24415  -8.23153  -3.61769
N  5.02795  -6.33884  -3.34719
N  7.00417  -6.29251  -4.51197
H  4.89487  -5.35279  -3.49758
H  4.33962  -6.85014  -2.82528
H  7.81029  -6.77174  -4.87094
H  6.90531  -5.30892  -4.68100
C  -8.45853  0.96094  2.23888
O  -8.24149  1.85895  1.44538
N  -7.47622  0.13027  2.69109
N  -9.70027  0.71081  2.74329
H  -7.63180  -0.61408  3.34460
H  -6.54684  0.28725  2.34179
H  -10.44856  1.30439  2.43235
H  -9.89935  -0.02242  3.39741
C  -2.17826  -4.37360  -11.04847
O  -1.94829  -5.18849  -10.16508
N  -1.53714  -4.40024  -12.24502
N  -3.09226  -3.37724  -10.90484
H  -1.70845  -3.74417  -12.98362
H  -0.85465  -5.12472  -12.38396
H  -3.58637  -3.32890  -10.03162
H  -3.29477  -2.70033  -11.61638

=====

(2)
Density functional theory data (the ωB97M-V functional and the def2-TZVPD basis) for a molecular structure, C24H81Cr2F2N5O15.

## Properties
Gap between HOMO and LUMO (spin up / spin down) (eV): 7.8 / 9.0
<S²>: 20.018
Calculated total energy (Ha): -4654.1585
HOMO level (spin up / spin down) (eV): -7.2 / -8.5
Multiplicity: 9
Total charge: 0
LUMO energy (spin up / spin down) (Eh): 0.020 / 0.019

Atoms and positions in Å:
Cr  -0.06303  2.11965  0.73719
Cr  0.67383  -1.12561  1.66320
C  1.58909  -4.30914  3.79983
C  2.20557  -2.88550  3.60018
O  1.19477  -1.92558  3.38799
H  2.29612  -4.96819  4.17436
H  1.36261  -4.79639  2.89324
H  0.74429  -4.19949  4.40900
H  2.99221  -2.94373  2.79021
H  2.76882  -2.56216  4.50467
C  1.11709  4.42928  -2.69051
C  0.12440  4.45794  -1.53611
O  0.59108  3.57877  -0.58783
H  1.28750  3.40688  -3.07246
H  2.16840  4.72725  -2.46721
H  0.84304  5.03372  -3.55969
H  -0.85120  4.23476  -1.95917
H  0.09115  5.49407  -1.22800
F  -0.40388  0.91463  2.20353
F  0.42249  -0.39141  -0.11231
C  5.57842  0.74176  -0.04062
C  4.68493  1.92111  -0.35980
C  4.89352  2.51993  -1.75181
O  4.66892  1.49987  -2.72225
C  4.72220  1.77612  -4.06606
N  3.17034  1.55535  -0.28294
H  6.64330  1.06634  0.11213
H  5.44991  0.01238  -0.84664
H  5.24429  0.28640  0.90536
H  4.99601  2.73310  0.31991
H  5.90178  2.94139  -1.76054
H  4.18332  3.37293  -1.80622
H  5.63468  2.29935  -4.26921
H  3.77056  2.27980  -4.47932
H  4.72126  0.79435  -4.58270
H  2.99111  0.99981  -1.09783
H  2.54139  2.37856  -0.33943
C  -3.97496  1.77746  -1.39596
C  -2.82401  2.28424  -0.57567
C  -3.25624  2.79592  0.77434
O  -3.53871  1.68103  1.56927
C  -3.97327  2.21621  2.87560
N  -1.72261  1.40137  -0.34555
H  -4.40446  0.99767  -0.70021
H  -3.64585  1.30687  -2.27644
H  -4.64517  2.64332  -1.59287
H  -2.52918  3.15165  -1.10506
H  -4.19135  3.44770  0.71348
H  -2.44064  3.42042  1.19020
H  -3.23224  2.87133  3.26429
H  -4.13134  1.35898  3.54460
H  -4.93865  2.67624  2.71265
H  -1.99707  0.52865  0.16290
H  -1.24438  1.13268  -1.20067
C  0.09765  -0.73552  -4.71054
C  0.00288  0.66360  -4.15142
C  -1.20574  1.44436  -4.62959
O  -1.11442  1.81191  -5.99491
C  -2.15045  2.70665  -6.38239
N  -0.11549  0.65348  -2.69150
H  1.09344  -1.19699  -4.41986
H  0.08406  -0.64553  -5.81819
H  -0.74617  -1.32975  -4.36582
H  0.92471  1.27983  -4.34528
H  -1.23210  2.41138  -4.07173
H  -2.07898  0.88918  -4.37899
H  -2.12897  2.80145  -7.41567
H  -1.95941  3.73252  -6.01683
H  -3.12085  2.30703  -5.99289
H  0.24836  1.54185  -2.37336
H  0.42712  -0.05162  -2.24917
C  -3.63209  -1.99478  1.81052
C  -2.22539  -1.77955  2.29837
C  -2.03291  -2.53569  3.59938
O  -2.93322  -2.05386  4.55798
C  -2.72787  -2.67957  5.84164
N  -1.14150  -2.14511  1.35981
H  -4.37267  -1.44412  2.42628
H  -3.98844  -2.99002  1.90161
H  -3.77077  -1.69875  0.77504
H  -2.05408  -0.71475  2.35069
H  -0.95733  -2.53867  3.92615
H  -2.34684  -3.59604  3.35150
H  -1.71589  -2.53783  6.27938
H  -2.69861  -3.78418  5.72675
H  -3.51984  -2.29307  6.44670
H  -1.01269  -3.18395  1.21378
H  -1.29176  -1.63500  0.50220
C  0.44651  -6.16954  -0.63733
C  0.26266  -4.71384  -1.01940
C  0.61824  -4.34504  -2.52623
O  -0.61020  -4.45076  -3.26299
C  -0.38382  -4.72915  -4.62657
N  -1.10069  -4.34413  -0.66014
H  0.09138  -6.22016  0.40503
H  1.48495  -6.47247  -0.76623
H  -0.32353  -6.77729  -1.20492
H  0.89102  -4.19298  -0.29685
H  1.29678  -5.13621  -2.82330
H  1.08438  -3.37435  -2.74852
H  -1.33993  -4.57030  -5.06608
H  -0.07712  -5.76862  -4.73917
H  0.30283  -4.06455  -5.19839
H  -1.81493  -5.01655  -0.85359
H  -1.36776  -3.42917  -1.03453
O  -2.01331  3.42276  4.81984
H  -1.82635  3.95144  5.58731
H  -2.11692  2.52541  5.11862
O  -1.64021  0.74374  4.58670
H  -2.18568  -0.04383  4.53375
H  -1.09742  0.71895  3.79753
O  -2.14701  -1.73048  -2.14984
H  -1.71495  -2.23426  -2.83001
H  -1.70437  -0.89816  -2.17442
O  1.27403  2.95042  2.14923
H  1.94226  3.52524  1.76223
H  1.43882  2.42002  2.88824
O  0.88165  -0.53701  5.55593
H  0.75333  -1.08899  4.73695
H  -0.00595  -0.13237  5.71832
O  2.73396  4.72038  0.65773
H  2.05879  4.48758  -0.00098
H  2.71879  5.62184  0.94318
O  2.64289  -0.35018  1.84737
H  2.70408  0.09230  2.72325
H  2.76090  0.28494  1.08242
O  2.01680  1.26306  4.22883
H  1.49327  0.60965  4.78996
H  2.70793  1.61374  4.83040